No. 1
Computed, not measured: an isolated molecule of C4H7NO2 at a distorted geometry, with wB97M-V/def2-TZVPD.

Geometry as XYZ:
```
14
Properties=species:S:1:pos:R:3:lowdin_charge:R:1
C 1.93 0.89 0.27 -0.027
H 1.76 1.90 -0.26 0.146
H 2.64 0.81 1.17 0.131
O 0.16 0.15 -0.99 -0.012
C -1.35 -1.00 0.21 -0.124
C -1.03 -0.46 -1.07 -0.262
C 0.62 0.47 0.30 -0.471
H -1.53 0.43 -1.18 0.122
H -0.55 -1.47 0.88 0.167
H 2.51 0.13 -0.21 0.076
H -2.45 -1.27 0.11 0.155
N -0.13 0.61 1.30 0.076
O -1.41 0.13 1.23 -0.138
H -1.19 -1.33 -1.77 0.161
```

Properties
- Gap between HOMO and LUMO: 9.773 eV
- Energy relative to the best compared isomer or geometry (same formula, charge and spin): 131.0 kcal/mol
- Spin multiplicity: 1
- SMILES string: CC1=NOCCO1
- HOMO energy: -0.326 hartree


No. 2
Computed, not measured: a structure of composition C2HCaO2 at a distorted geometry, with wB97M-V/def2-TZVPD.

Geometry as XYZ:
```
6
Properties=species:S:1:pos:R:3:lowdin_charge:R:1
O 0.33 -0.49 -0.05 -0.384
O 3.74 1.42 0.03 -1.222
C -2.14 -0.39 0.03 -0.010
C -0.93 -0.48 -0.04 -0.513
Ca 2.22 0.30 -0.03 1.161
H -3.21 -0.35 0.06 -0.032
```

Properties
- Gap between HOMO and LUMO: 5.354 eV
- Total charge: -1
- Spin multiplicity: 1
- HOMO energy: -0.089 hartree